[1]
A cluster of 2 separate species, C29H59Br2ClN3O4S in total in a non-equilibrium geometry. Source: the Open Molecules 2025 dataset; level of theory: the ωB97M-V functional and the def2-TZVPD basis.

Geometry as ORCA input:
```
! wB97M-V def2-TZVPD RIJCOSX def2/J DEFGRID3
* xyz 1 1
C -2.703 4.045 0.381
C -1.820 5.010 -0.501
O -0.675 4.317 -1.025
C -1.050 3.535 -2.170
C -0.894 1.997 -1.798
O 0.129 1.448 -2.641
C -0.328 0.419 -3.518
C 0.668 -0.781 -3.314
O 0.443 -1.394 -2.035
C 1.493 -2.286 -1.675
C 2.146 -1.946 -0.273
C 3.271 -3.016 -0.175
C 4.356 -3.096 -1.325
C 0.983 -2.298 0.785
C 1.071 -3.534 1.737
C 2.276 -3.718 2.706
C 1.927 -4.510 4.045
S 3.108 -4.090 5.414
C 0.276 -0.960 1.370
C -0.031 -0.887 2.890
C 1.137 -1.012 3.933
C -1.191 -1.003 0.746
C -2.029 0.305 0.925
N -3.362 0.019 0.289
C 1.197 0.120 0.635
C 1.204 1.606 1.153
C 1.510 1.900 2.647
C 1.535 3.494 2.795
Cl 0.290 3.988 4.058
N 2.430 -0.469 -0.057
C 3.802 -0.017 0.210
Br 4.437 -0.355 2.076
C 4.275 1.412 -0.264
C 3.561 2.019 -1.524
Br 4.563 2.787 1.169
H -2.860 4.526 1.375
H -2.212 3.051 0.518
H -3.686 3.855 -0.105
H -1.408 5.832 0.137
H -2.382 5.491 -1.335
H -0.332 3.794 -2.986
H -2.094 3.716 -2.510
H -0.474 1.999 -0.757
H -1.859 1.444 -1.805
H -0.128 0.773 -4.565
H -1.390 0.123 -3.397
H 0.475 -1.554 -4.093
H 1.689 -0.319 -3.399
H 1.131 -3.346 -1.688
H 2.230 -2.220 -2.519
H 3.841 -2.819 0.769
H 2.817 -4.036 -0.155
H 4.177 -3.961 -1.997
H 5.374 -3.172 -0.888
H 4.283 -2.167 -1.950
H 0.206 -2.677 0.068
H 0.127 -3.547 2.346
H 0.997 -4.457 1.103
H 2.854 -2.792 2.945
H 3.024 -4.377 2.190
H 2.077 -5.589 3.804
H 0.875 -4.307 4.337
H 2.818 -2.769 5.654
H -0.743 -1.721 3.123
H -0.594 0.032 3.186
H 1.004 -0.259 4.751
H 1.072 -2.006 4.431
H 2.165 -0.892 3.540
H -1.776 -1.827 1.229
H -1.202 -1.218 -0.345
H -1.644 1.192 0.378
H -2.259 0.585 1.975
H -3.570 0.736 -0.402
H -4.084 0.028 1.007
H 0.549 0.274 -0.280
H 1.793 2.310 0.528
H 0.143 1.941 1.000
H 0.741 1.586 3.382
H 2.491 1.561 3.038
H 1.290 4.017 1.848
H 2.514 3.835 3.193
H 2.282 -0.156 -1.035
H 4.480 -0.705 -0.357
H 5.338 1.299 -0.592
H 3.059 1.267 -2.181
H 2.873 2.857 -1.250
H 4.332 2.502 -2.175
C -5.245 0.249 -2.364
O -4.241 0.664 -2.918
N -6.413 -0.038 -2.979
C -7.567 -0.528 -2.251
C -6.512 0.151 -4.416
H -5.275 0.073 -1.279
H -7.850 -1.508 -2.641
H -8.398 0.167 -2.382
H -7.344 -0.620 -1.188
H -5.767 -0.470 -4.916
H -6.312 1.197 -4.658
H -7.507 -0.120 -4.764
*
```

Properties
- Electronic energy: -7611.601375 Ha
- HOMO energy: -11.04 eV
- Relative energy (zero: lowest compared OMol25 entry of this formula, charge and spin): 2.4049 eV

These are the Mulliken partial charges, in e, on atoms 1 to 2: number 1, C, carries -0.433; number 2, C, carries -0.482

=====

[2]
A cluster of 7 separate species, C21H30F4O21 in total in a non-equilibrium geometry. Source: the Open Molecules 2025 dataset; level of theory: the ωB97M-V functional and the def2-TZVPD basis.

Geometry as ORCA input:
```
! wB97M-V def2-TZVPD RIJCOSX def2/J DEFGRID3
* xyz 1 2
C -10.712 22.245 -2.551
C -11.981 22.096 -1.735
O -12.697 23.238 -2.013
C -11.817 24.194 -2.493
O -12.005 25.402 -2.747
O -10.564 23.666 -2.568
F -11.613 22.165 -0.433
H -10.980 21.932 -3.561
H -9.855 21.629 -2.282
H -12.600 21.211 -1.880
C -6.919 14.031 -7.390
C -7.543 14.723 -8.554
O -6.441 15.323 -9.270
C -5.495 15.544 -8.354
O -4.596 16.349 -8.474
O -5.764 14.894 -7.216
F -8.403 15.593 -8.045
H -6.541 13.050 -7.675
H -7.554 14.036 -6.504
H -8.125 14.039 -9.173
C -9.936 24.426 -9.713
C -11.201 25.110 -9.203
O -11.024 24.969 -7.813
C -10.224 23.898 -7.518
O -10.056 23.455 -6.433
O -9.668 23.489 -8.679
F -12.252 24.390 -9.683
H -9.176 25.208 -9.704
H -10.010 24.029 -10.725
H -11.379 26.129 -9.547
C -15.319 23.753 -6.178
C -13.842 23.927 -6.445
O -13.364 22.608 -6.295
C -14.187 21.947 -5.383
O -14.063 20.831 -4.951
O -15.240 22.740 -5.154
F -13.282 24.597 -5.428
H -15.879 23.258 -6.972
H -15.794 24.691 -5.891
H -13.726 24.527 -7.347
C -7.309 17.057 -4.750
O -8.423 17.980 -4.484
C -9.363 18.101 -5.329
O -9.540 17.544 -6.395
O -9.971 19.232 -4.934
C -10.681 19.973 -5.949
H -7.171 16.751 -5.787
H -7.453 16.123 -4.207
H -6.363 17.395 -4.327
H -11.519 19.443 -6.402
H -10.033 20.218 -6.790
H -11.047 20.905 -5.518
C -2.941 13.692 -6.536
O -3.693 13.928 -5.331
C -3.278 14.726 -4.395
O -2.313 15.500 -4.465
O -4.100 14.667 -3.312
C -3.937 15.640 -2.302
H -1.956 13.225 -6.545
H -2.842 14.683 -6.980
H -3.667 13.117 -7.112
H -4.212 16.618 -2.697
H -2.892 15.700 -1.998
H -4.549 15.507 -1.410
C -14.711 21.531 -9.422
O -13.312 21.611 -9.302
C -12.559 20.485 -9.235
O -13.010 19.384 -9.492
O -11.234 20.846 -9.023
C -10.195 19.893 -9.289
H -15.175 21.193 -8.496
H -15.044 20.852 -10.206
H -15.031 22.567 -9.534
H -9.239 20.412 -9.228
H -10.181 19.457 -10.288
H -10.175 19.047 -8.603
*
```

Properties
- Electronic energy: -2797.304360 Ha
- HOMO energy (alpha / beta): -11.81 / -11.81 eV
- Expectation value of S²: 0.759

These are the Mulliken partial charges, in e, on atoms 1 to 2: number 1, C, carries 0.006; number 2, C, carries 0.270

=====

[3]
A cluster of 2 separate species, C3H8Si in total in a non-equilibrium geometry. Source: the Open Molecules 2025 dataset; level of theory: the ωB97M-V functional and the def2-TZVPD basis.

Geometry as ORCA input:
```
! wB97M-V def2-TZVPD RIJCOSX def2/J DEFGRID3
* xyz 0 1
C -1.257 -1.143 -0.224
C -0.053 -0.918 -0.857
C 0.224 0.278 -1.489
Si 0.835 1.142 1.893
H -1.284 -2.112 0.227
H -2.040 -0.467 -0.123
H 0.779 -1.505 -0.975
H -0.480 1.093 -1.387
H 1.113 0.689 -1.804
H 0.111 2.298 1.481
H 1.915 0.835 0.951
H 0.138 -0.190 2.307
*
```

Properties
- Electronic energy: -408.402136 Ha
- HOMO energy (alpha / beta): -7.89 / -7.55 eV
- Relative energy (zero: lowest compared OMol25 entry of this formula, charge and spin): 3.7980 eV

These are the Mulliken partial charges, in e, on atoms 1 to 2: number 1, C, carries -0.917; number 2, C, carries 0.156

=====

[4]
A structure of composition C5H6Cl4 in a non-equilibrium geometry. Source: the Open Molecules 2025 dataset; level of theory: the ωB97M-V functional and the def2-TZVPD basis.

Geometry as ORCA input:
```
! wB97M-V def2-TZVPD RIJCOSX def2/J DEFGRID3
* xyz 0 1
C -0.190 -0.147 0.700
C 0.415 -1.278 1.025
C -1.381 0.336 1.358
C 0.469 0.010 -1.979
C 0.747 0.885 -0.784
Cl 1.889 -1.904 0.343
Cl -0.414 -2.231 2.271
Cl -0.095 2.423 -0.828
Cl 2.439 1.173 -0.324
H -1.796 1.155 0.786
H -2.037 -0.547 1.587
H -1.073 0.681 2.409
H 0.497 0.646 -2.826
H -0.576 -0.328 -1.852
H 1.107 -0.874 -1.887
*
```

Properties
- Electronic energy: -2034.798898 Ha
- HOMO energy: -9.41 eV
- Relative energy (zero: lowest compared OMol25 entry of this formula, charge and spin): 1.2164 eV

These are the Mulliken partial charges, in e, on atoms 1 to 2: number 1, C, carries -0.030; number 2, C, carries 0.628

=====

[5]
A structure of composition C19H32BrIN3O2PZr in a non-equilibrium geometry. Source: the Open Molecules 2025 dataset; level of theory: the ωB97M-V functional and the def2-TZVPD basis.

Geometry as ORCA input:
```
! wB97M-V def2-TZVPD RIJCOSX def2/J DEFGRID3
* xyz 2 1
Zr 1.187 -0.081 1.124
I 5.465 2.823 -2.540
C 4.480 1.529 -1.373
C 4.957 0.223 -1.284
N 4.074 -0.355 -0.408
N 3.078 0.488 -0.024
C 3.449 1.729 -0.523
H 5.692 -0.318 -1.822
H 4.133 -1.253 0.027
H 3.034 2.748 -0.446
C -0.462 0.958 -3.617
C 0.364 0.480 -2.397
C 1.443 -0.524 -2.852
P -0.583 0.049 -0.909
C -1.271 -1.610 -1.306
C -2.222 -1.688 -2.485
C -1.772 -2.494 -0.115
C -1.970 1.252 -0.944
C -1.356 2.680 -0.910
C -2.965 1.088 0.168
H 0.286 1.303 -4.296
H -1.071 1.753 -3.344
H -0.958 0.059 -4.079
H 1.020 1.324 -2.041
H 1.687 -1.182 -1.984
H 2.202 0.132 -3.267
H 1.249 -1.188 -3.612
H -0.351 -2.047 -1.602
H -3.088 -1.010 -2.306
H -2.514 -2.712 -2.546
H -1.707 -1.305 -3.316
H -2.775 -2.168 0.108
H -1.189 -2.290 0.777
H -1.680 -3.594 -0.276
H -2.418 1.120 -1.975
H -1.186 3.016 0.109
H -2.127 3.374 -1.252
H -0.513 2.768 -1.582
H -2.465 1.123 1.129
H -3.590 0.190 0.022
H -3.620 1.918 0.157
H 1.760 1.581 1.554
Br -4.020 2.158 5.126
C -2.645 1.365 4.161
C -2.650 0.051 3.675
C -1.595 -0.289 2.833
N -0.586 0.530 2.433
C -0.663 1.800 2.896
C -1.568 2.190 3.814
H -3.415 -0.632 3.936
H -1.477 -1.251 2.437
H 0.087 2.506 2.521
H -1.545 3.232 4.173
C 2.129 -3.641 2.866
C 1.937 -2.305 2.313
O 0.989 -1.563 2.689
O 2.586 -1.875 1.302
H 3.165 -3.913 3.441
H 2.193 -4.363 2.088
H 1.373 -3.890 3.553
*
```

Properties
- Electronic energy: -4317.521427 Ha
- HOMO energy: -14.14 eV
- Relative energy (zero: lowest compared OMol25 entry of this formula, charge and spin): 0.0000 eV

These are the Mulliken partial charges, in e, on atoms 1 to 2: number 1, Zr, carries 1.031; number 2, I, carries 0.282

=====

[6]
A structure of composition C21H28N2O5 in a non-equilibrium geometry. Source: the Open Molecules 2025 dataset; level of theory: the ωB97M-V functional and the def2-TZVPD basis.

Geometry as ORCA input:
```
! wB97M-V def2-TZVPD RIJCOSX def2/J DEFGRID3
* xyz 0 1
C 6.675 4.015 -0.132
H 6.204 4.284 0.661
C 6.460 2.679 -0.667
C 6.701 1.558 0.441
O 6.423 0.073 -0.060
C 5.074 -0.317 0.132
C 4.900 -1.666 -0.224
C 3.735 -2.129 -0.551
C 2.576 -1.431 -0.096
C 2.793 -0.203 0.455
C 3.936 0.653 0.528
H 3.952 1.560 0.781
H 1.905 0.201 0.687
N 1.374 -1.989 -0.002
C 0.442 -2.040 0.881
O 0.577 -1.522 2.196
C -0.810 -2.848 0.598
N -1.952 -1.766 0.472
C -2.454 -1.266 1.589
C -3.548 -0.146 1.585
H -3.058 0.748 1.577
C -4.153 -0.079 0.180
C -5.090 1.026 -0.043
O -4.923 2.116 -0.178
O -6.303 0.594 -0.086
C -7.313 1.364 0.102
C -7.871 1.375 -1.315
H -7.059 2.187 -1.935
H -8.230 0.573 -1.657
H -8.716 2.172 -1.236
H -7.069 2.402 0.503
H -8.205 0.858 0.602
C -2.828 0.126 -0.904
C -1.591 -0.641 -0.377
H -0.926 -0.834 -1.169
H -1.013 0.424 0.323
H -2.714 1.170 -1.227
H -3.079 -0.332 -1.632
H -4.522 -1.093 -0.171
H -4.464 -0.156 2.264
H -3.033 -2.336 2.137
H -1.960 -1.050 2.669
C -0.572 -3.387 -0.751
C 0.839 -2.930 -1.109
O 1.378 -2.865 -2.242
H -1.040 -3.191 -1.579
H -0.312 -4.537 -0.651
H -1.046 -3.559 1.331
H 3.689 -3.067 -0.899
H 5.743 -1.993 -0.669
H 6.142 1.889 1.347
H 7.744 1.666 0.619
H 5.429 2.567 -0.989
H 6.938 2.241 -1.434
H 6.500 4.642 -0.901
H 7.724 4.210 0.228
*
```

Properties
- Electronic energy: -1302.207470 Ha
- HOMO energy: -8.03 eV
- Relative energy (zero: lowest compared OMol25 entry of this formula, charge and spin): 16.1415 eV

These are the Mulliken partial charges, in e, on atoms 1 to 2: number 1, C, carries -1.598; number 2, H, carries 0.548

=====

[7]
A cluster of 10 separate species, C48H48O28 in total in a non-equilibrium geometry. Source: the Open Molecules 2025 dataset; level of theory: the ωB97M-V functional and the def2-TZVPD basis.

Geometry as ORCA input:
```
! wB97M-V def2-TZVPD RIJCOSX def2/J DEFGRID3
* xyz 0 1
C -1.108 5.435 4.825
C -0.031 4.624 4.047
C 1.198 5.222 3.522
O 2.006 4.514 2.918
C 1.355 6.653 3.717
C 0.328 7.482 4.537
C -0.982 6.868 4.942
O -1.810 7.568 5.598
O 0.636 8.670 5.016
O -0.342 3.350 3.656
H -1.972 4.930 5.289
H 2.310 6.949 3.463
H 1.500 8.668 4.932
H 0.549 3.288 3.182
C -4.303 0.644 1.994
C -4.047 2.107 2.489
C -4.363 2.467 3.970
O -4.109 3.589 4.440
C -5.105 1.448 4.711
C -5.409 0.081 4.244
C -4.988 -0.370 2.867
O -5.085 -1.564 2.481
O -5.841 -1.089 4.952
O -3.544 3.138 1.754
H -4.000 0.374 0.987
H -5.456 1.670 5.709
H -6.240 -0.701 5.731
H -3.571 4.077 2.182
C -3.085 1.276 -5.183
C -2.740 0.015 -4.507
C -2.066 -1.074 -5.216
O -1.649 -2.103 -4.564
C -1.947 -0.997 -6.613
C -2.343 0.240 -7.319
C -2.972 1.356 -6.628
O -3.367 2.337 -7.316
O -1.985 0.428 -8.597
O -2.818 -0.049 -3.066
H -3.332 2.039 -4.520
H -1.465 -1.594 -7.447
H -1.891 1.210 -8.906
H -2.700 -0.956 -2.945
C 1.599 -5.284 -0.324
C 0.419 -5.238 0.645
C 0.485 -4.445 1.855
O -0.477 -4.337 2.638
C 1.634 -3.567 1.864
C 2.740 -3.593 0.868
C 2.778 -4.553 -0.158
O 3.633 -4.667 -1.018
O 3.772 -2.711 0.899
O -0.604 -6.102 0.557
H 1.385 -6.006 -1.222
H 1.763 -3.030 2.702
H 3.750 -2.154 1.807
H -0.585 -6.571 1.354
C 7.042 5.421 2.073
C 5.711 4.736 2.475
C 5.389 3.416 2.088
O 4.279 2.902 2.406
C 6.424 2.672 1.370
C 7.866 3.283 1.077
C 8.113 4.732 1.370
O 9.121 5.221 1.071
O 8.865 2.494 0.411
O 4.661 5.440 3.037
H 7.281 6.509 2.684
H 6.139 1.678 1.314
H 8.543 1.651 0.239
H 3.965 4.800 3.088
C -0.210 0.495 1.057
C 1.260 0.985 1.173
C 2.378 0.444 0.242
O 3.528 0.938 0.483
C 1.977 -0.486 -0.643
C 0.581 -1.085 -0.727
C -0.509 -0.392 0.036
O -1.662 -0.648 -0.293
O 0.235 -2.228 -1.498
O 1.654 1.883 2.107
H -1.068 0.863 1.601
H 2.647 -1.012 -1.268
H -0.592 -2.132 -1.362
H 2.674 1.953 2.280
C 0.724 1.575 -6.059
C 1.836 0.959 -5.278
O 2.958 1.348 -5.247
C 1.530 -0.258 -4.507
H 0.543 0.999 -7.125
H 1.210 2.534 -6.390
H 0.042 1.792 -5.390
H 1.912 -1.172 -4.957
H 0.587 -0.484 -4.469
H 2.016 -0.214 -3.532
C 1.740 -4.645 -4.155
C 0.801 -5.837 -4.082
O 1.103 -6.822 -4.655
C -0.441 -5.865 -3.207
H 2.727 -4.991 -3.863
H 1.442 -3.840 -3.607
H 1.748 -4.342 -5.092
H -0.465 -4.966 -2.519
H -0.438 -6.647 -2.580
H -1.217 -5.871 -3.896
C -3.543 -4.796 -0.745
C -3.349 -3.917 -1.985
O -2.773 -2.867 -1.791
C -3.879 -4.275 -3.310
H -3.134 -5.751 -0.836
H -4.573 -4.993 -0.354
H -3.094 -4.466 0.242
H -3.510 -5.222 -3.550
H -3.883 -3.898 -4.273
H -5.099 -4.187 -3.289
C -1.275 -1.363 3.684
C -1.965 -0.620 4.854
O -2.732 -1.131 5.617
C -1.582 0.738 5.117
H -0.440 -0.841 3.498
H -1.837 -1.290 2.619
H -0.913 -2.362 3.845
H -2.193 1.223 5.937
H -1.888 1.370 4.245
H -0.512 0.912 5.356
*
```

Properties
- Electronic energy: -3963.727299 Ha
- HOMO energy: -9.05 eV
- Relative energy (zero: lowest compared OMol25 entry of this formula, charge and spin): 0.0000 eV
- SMILES: O=C1C=C(O)C(=O)C=C1O.O=C1C=C(O)C(=O)C=C1O.O=C1C=C(O)C(=O)C=C1O.O=C1C=C(O)C(=O)C=C1O.O=C1C=C(O)C(=O)C=C1O.O=C1C=C(O)C(=O)C=C1O.CC(C)=O.CC(C)=O.CC(C)=O.CC(C)=O

These are the Mulliken partial charges, in e, on atoms 1 to 2: number 1, C, carries -0.763; number 2, C, carries 0.240